# 1
# C42H102N12O9

9 unconnected molecules or ions with the total composition C42H102N12O9 (wB97M-V/def2-TZVPD, OMol25).

## Properties
LUMO energy ... 0.33 eV
HOMO energy ... -8.0 eV
Energy above the lowest of the compared OMol25 structures with the same formula, charge and spin ... 116.8 kcal per mole
SMILES string ... CC1(C)CCCC(C)(C)N1O.CC1(C)CCCC(C)(C)N1O.CC1(C)CCCC(C)(C)N1O.COC[C@H](C)N.COC[C@H](C)N.COC[C@H](C)N.NC(N)=O.NC(N)=O.NC(N)=O

Last column: Löwdin charge in e.
Geometry (Å):
C: -6.81377 -10.56311 -2.26784  -0.037
C: -5.98312 -11.22902 -1.19431  -0.502
C: -4.89512 -12.13306 -1.84654  -0.043
C: -5.19481 -10.23889 -0.32396  -0.127
C: -6.09381 -9.41363 0.61936  -0.190
C: -6.87857 -10.34004 1.51356  -0.150
C: -7.73033 -11.42446 0.79285  -0.447
C: -7.97021 -12.56338 1.89078  -0.036
C: -9.05472 -10.91892 0.29168  -0.041
N: -6.87359 -12.04126 -0.30600  -0.138
O: -7.45655 -13.11128 -0.93106  -0.012
H: -6.24242 -10.43948 -3.18783  0.083
H: -7.72402 -11.12116 -2.48725  0.084
H: -7.18798 -9.58550 -1.96398  0.071
H: -4.15231 -11.68859 -2.50895  0.089
H: -4.51960 -12.80895 -1.07826  0.079
H: -5.34384 -12.92942 -2.44031  0.071
H: -4.48434 -10.81964 0.26430  0.121
H: -4.72839 -9.53139 -1.00952  0.122
H: -5.46419 -8.75023 1.21231  0.106
H: -6.72603 -8.61335 0.23472  0.108
H: -7.54443 -9.66358 2.04940  0.113
H: -6.30112 -10.81689 2.30556  0.114
H: -8.63289 -13.33966 1.50824  0.065
H: -8.36751 -12.27033 2.86257  0.080
H: -7.03726 -13.11019 2.02752  0.074
H: -9.57453 -10.24385 0.97151  0.083
H: -9.73445 -11.72811 0.02469  0.086
H: -8.90574 -10.22762 -0.53778  0.070
H: -7.05899 -13.87211 -0.50132  0.105
C: 6.44378 -2.41750 4.77289  -0.010
C: 7.40089 -1.83150 3.63444  -0.442
C: 6.60631 -0.96018 2.64155  -0.050
C: 8.48740 -0.95897 4.27622  -0.167
C: 9.53356 -1.75431 4.96732  -0.232
C: 10.28768 -2.51967 3.94114  -0.152
C: 9.32503 -3.62997 3.33857  -0.446
C: 9.92394 -4.49551 2.17337  -0.044
C: 9.08048 -4.66839 4.47755  -0.034
N: 8.15955 -2.86494 2.79060  -0.102
O: 7.22172 -3.66779 2.10752  -0.030
H: 6.02836 -3.40141 4.55505  0.076
H: 6.95320 -2.48296 5.73430  0.063
H: 5.65131 -1.67538 4.86955  0.073
H: 7.12767 -0.53776 1.78256  0.084
H: 5.75343 -1.54474 2.29662  0.075
H: 6.18232 -0.13338 3.21140  0.080
H: 8.97604 -0.29019 3.56765  0.129
H: 8.19686 -0.43866 5.18889  0.123
H: 10.18875 -0.99392 5.39231  0.119
H: 9.20174 -2.39342 5.78557  0.114
H: 11.19259 -2.88315 4.42810  0.110
H: 10.79512 -2.04153 3.10329  0.118
H: 10.03961 -3.88949 1.27477  0.075
H: 9.26252 -5.31188 1.88327  0.069
H: 10.92101 -4.90052 2.34630  0.083
H: 8.66321 -5.50423 3.91599  0.073
H: 8.29010 -4.38392 5.17216  0.058
H: 9.95588 -4.79986 5.11355  0.088
H: 7.51093 -3.52883 1.20274  0.100
C: -0.27856 10.60940 3.43113  -0.034
C: 1.26981 10.38803 3.41995  -0.466
C: 1.64499 8.93951 3.79891  -0.034
C: 1.73456 10.60003 1.96001  -0.123
C: 1.74304 12.12862 1.59179  -0.164
C: 2.64579 12.83054 2.58678  -0.185
C: 2.20251 12.78361 4.03195  -0.449
C: 3.43658 13.29495 4.96314  -0.013
C: 0.94232 13.65439 4.25998  -0.039
N: 1.98407 11.33461 4.38727  -0.109
O: 1.63354 11.14516 5.73914  -0.023
H: -0.71496 10.43175 4.41403  0.081
H: -0.58354 11.56556 3.00588  0.059
H: -0.80456 9.88249 2.81224  0.074
H: 1.49750 8.77080 4.86562  0.072
H: 0.98206 8.26282 3.25972  0.086
H: 2.69683 8.76317 3.57389  0.082
H: 2.77008 10.26210 1.91990  0.109
H: 1.17827 10.10095 1.16656  0.119
H: 2.30004 12.28438 0.66790  0.105
H: 0.79721 12.66205 1.49715  0.103
H: 2.80594 13.89694 2.42793  0.120
H: 3.66036 12.43707 2.52398  0.120
H: 4.02743 12.47240 5.36614  0.068
H: 3.09077 13.85376 5.83277  0.068
H: 4.14347 13.92140 4.41911  0.066
H: 0.13682 13.42904 3.56107  0.050
H: 0.97706 14.71780 4.02322  0.082
H: 0.40074 13.51866 5.19612  0.083
H: 2.22198 10.45760 6.05944  0.092
C: -6.13513 12.77730 -2.42984  -0.141
O: -6.49038 12.10931 -3.58142  -0.190
C: -5.79438 10.88644 -3.93592  -0.163
C: -6.11544 10.47075 -5.35620  -0.512
C: -5.59093 9.18117 -5.84471  -0.075
N: -5.66938 11.45973 -6.26684  0.036
H: -5.08826 12.71188 -2.13336  0.083
H: -6.62059 12.41773 -1.52257  0.083
H: -6.34476 13.82347 -2.65275  0.093
H: -4.71523 11.02617 -3.87260  0.130
H: -6.07135 10.10623 -3.22694  0.129
H: -7.20060 10.49510 -5.45587  0.140
H: -6.12222 8.40985 -5.28712  0.078
H: -4.52693 9.09674 -5.62365  0.082
H: -5.70885 9.07432 -6.92303  0.085
H: -5.59861 12.22487 -5.61136  0.060
H: -6.35188 11.82397 -6.91617  0.083
C: -1.84246 1.63177 -0.82209  -0.107
O: -1.97253 0.28763 -0.36750  -0.178
C: -1.16733 -0.62045 -1.07964  -0.210
C: -1.50250 -1.99490 -0.51781  -0.448
C: -1.40130 -2.11640 1.03114  -0.068
N: -0.62227 -2.96899 -1.06372  0.016
H: -2.41759 1.84615 -1.72285  0.081
H: -0.86805 2.08891 -0.99424  0.087
H: -2.37049 2.18398 -0.04469  0.084
H: -1.18544 -0.63978 -2.16932  0.126
H: -0.13124 -0.35714 -0.86684  0.124
H: -2.51286 -2.36645 -0.68875  0.137
H: -0.46534 -1.69692 1.40008  0.079
H: -1.56824 -3.07968 1.51313  0.074
H: -2.18891 -1.53767 1.51368  0.067
H: 0.24633 -2.70977 -0.61825  0.065
H: -0.72331 -3.84705 -0.57495  0.070
C: 1.00232 2.12559 -8.11095  -0.094
O: 2.13921 1.73003 -8.94840  -0.213
C: 3.41643 1.44253 -8.24316  -0.142
C: 3.69257 -0.12198 -8.17935  -0.400
C: 2.63753 -1.06441 -7.56654  -0.074
N: 4.98229 -0.45482 -7.49970  0.024
H: 0.56671 1.30691 -7.53816  0.073
H: 0.24866 2.39550 -8.85071  0.079
H: 1.15011 3.04944 -7.55170  0.079
H: 4.16573 1.84605 -8.92420  0.111
H: 3.58155 2.08789 -7.38040  0.112
H: 3.72893 -0.42261 -9.22644  0.121
H: 2.90990 -2.10642 -7.73431  0.081
H: 1.72358 -0.76293 -8.07830  0.065
H: 2.56062 -0.81555 -6.50812  0.078
H: 4.75593 -1.19970 -6.85626  0.045
H: 5.24288 0.32696 -6.91574  0.054
N: -1.85349 -6.13357 -6.38139  0.162
C: -1.29900 -7.27148 -6.61714  -0.782
N: -0.30879 -7.59101 -5.79998  0.156
O: -1.57781 -7.94575 -7.61117  0.006
H: -2.68073 -5.84299 -6.88273  0.126
H: -1.41966 -5.53625 -5.69211  0.109
H: -0.12655 -8.58440 -5.79146  0.120
H: -0.14823 -6.95254 -5.03404  0.103
N: -5.09438 2.90785 4.30722  0.145
C: -4.53017 2.99165 5.50123  -0.731
N: -5.31368 3.57497 6.38886  0.152
O: -3.30528 2.84512 5.68858  -0.008
H: -4.48383 2.83633 3.50583  0.117
H: -6.03592 3.25182 4.18364  0.101
H: -6.25987 3.57115 6.03556  0.100
H: -4.96733 3.78070 7.31504  0.124
N: 3.93008 -9.85693 1.63652  0.172
C: 2.97255 -10.38457 0.94420  -0.788
N: 2.33485 -11.42105 1.45801  0.148
O: 2.56002 -9.98185 -0.13152  0.012
H: 4.21527 -10.22586 2.53244  0.112
H: 4.37779 -9.01327 1.30807  0.124
H: 1.54040 -11.72552 0.91372  0.118
H: 2.57955 -11.81194 2.35658  0.102



# 2
# C42H105BCdF4N7O4S

A molecular structure, C42H105BCdF4N7O4S (wB97M-V/def2-TZVPD, OMol25).

## Properties
LUMO energy (alpha / beta) ... -0.70 / -5.10 eV
HOMO energy (alpha / beta) ... -6.2 / -6.2 eV
Multiplicity ... 2

Last column: Löwdin charge in e.
Geometry (Å):
Cd: 0.60976 -2.03605 -2.32670  1.484
S: 0.36954 -3.23366 -4.60154  0.125
O: -0.57995 -2.64432 -3.72058  -0.456
O: 0.43795 -2.83658 -6.01698  -0.370
O: 1.54994 -2.90283 -3.84794  -0.457
O: 0.26564 -4.65354 -4.79712  -0.357
B: 0.60954 0.01291 -1.44841  -1.557
F: -0.46647 -0.65596 -0.93222  0.135
F: 0.69274 1.28981 -1.00117  0.193
F: 1.72900 -0.67680 -1.08933  0.124
F: 0.49058 -0.14146 -2.78326  0.113
C: 2.28998 2.44982 -3.40916  -0.047
C: 3.17459 3.21991 -4.43492  -0.147
N: 3.22173 4.64847 -4.16994  0.043
C: 4.26475 5.27001 -4.97895  -0.204
C: 4.67626 6.62532 -4.47110  -0.059
C: 1.89119 5.38255 -4.05258  -0.142
C: 1.27510 5.66379 -5.40865  -0.042
H: 2.63031 2.49957 -2.37485  0.091
H: 2.26072 1.36460 -3.50681  0.085
H: 1.21788 2.63241 -3.48237  0.067
H: 4.18721 2.82743 -4.34183  0.134
H: 2.83821 3.03398 -5.45491  0.153
H: 3.88859 5.40240 -5.99338  0.144
H: 5.17291 4.66863 -5.02001  0.137
H: 5.10398 6.53516 -3.47259  0.092
H: 3.79978 7.27327 -4.46346  0.074
H: 5.50351 7.03081 -5.05362  0.095
H: 1.19129 4.78799 -3.46545  0.118
H: 2.05952 6.28090 -3.45868  0.127
H: 0.19126 5.77769 -5.42885  0.100
H: 1.69972 6.62854 -5.68626  0.080
H: 1.51861 4.89979 -6.14697  0.088
C: -5.65052 -3.25194 2.86748  -0.084
C: -5.59453 -1.86100 2.18060  -0.230
N: -4.63891 -0.94214 2.84232  -0.181
C: -4.35893 0.23107 2.01284  -0.260
C: -3.51080 -0.03072 0.74104  -0.074
C: -5.16015 -0.57346 4.24579  -0.191
C: -4.01074 0.10695 5.04358  -0.084
H: -4.66987 -3.71745 2.96600  0.063
H: -6.28780 -3.99903 2.39436  0.066
H: -6.10225 -3.25350 3.85947  0.052
H: -5.18091 -2.06905 1.19382  0.099
H: -6.54519 -1.32798 2.16572  0.111
H: -5.28091 0.69985 1.66889  0.108
H: -3.82494 1.01763 2.54603  0.075
H: -2.71393 -0.74014 0.96422  0.054
H: -4.08626 -0.39572 -0.10968  0.067
H: -3.09847 0.91541 0.39040  0.070
H: -5.56982 -1.43929 4.76599  0.095
H: -5.93042 0.18794 4.12304  0.104
H: -3.10894 -0.50385 5.00140  0.060
H: -4.26118 0.14929 6.10358  0.068
H: -3.86574 1.13730 4.71885  0.048
C: -2.30015 3.65557 6.48663  -0.100
C: -1.53200 3.16551 5.28360  -0.274
N: -1.73118 3.97930 4.11005  -0.201
C: -1.14989 5.34680 4.13422  -0.239
C: -1.85961 6.25627 3.16692  -0.096
C: -1.58900 3.28148 2.84621  -0.226
C: -0.11351 2.92356 2.48757  -0.069
H: -2.41400 2.98885 7.34140  0.070
H: -3.34999 3.86667 6.28330  0.074
H: -1.90055 4.58966 6.88146  0.059
H: -0.48630 3.11116 5.58635  0.110
H: -1.82047 2.12971 5.10471  0.096
H: -1.33924 5.72753 5.13786  0.098
H: -0.06233 5.29475 4.08329  0.111
H: -2.94522 6.16918 3.12220  0.085
H: -1.61350 7.29584 3.38328  0.068
H: -1.42549 6.14368 2.17347  0.062
H: -2.05090 3.88832 2.06744  0.104
H: -2.26369 2.43008 2.93567  0.080
H: 0.46006 3.80629 2.20485  0.070
H: -0.13359 2.22060 1.65478  0.052
H: 0.44017 2.35995 3.23850  0.056
C: -4.46944 0.48407 -7.85068  -0.106
C: -3.42108 0.20021 -6.80776  -0.288
N: -2.09344 0.14180 -7.37680  -0.181
C: -1.88827 -0.96588 -8.29920  -0.256
C: -0.72380 -0.66338 -9.21158  -0.094
C: -1.05359 0.14928 -6.29589  -0.218
C: -1.02472 1.42527 -5.44709  -0.082
H: -4.54961 -0.32875 -8.57248  0.058
H: -4.15296 1.35579 -8.42344  0.074
H: -5.39529 0.78412 -7.35988  0.070
H: -3.51678 1.06963 -6.15733  0.097
H: -3.70092 -0.69211 -6.24780  0.123
H: -1.71672 -1.87663 -7.72545  0.120
H: -2.73342 -1.11107 -8.97205  0.099
H: -0.75925 0.33680 -9.64341  0.069
H: 0.18338 -0.70824 -8.60899  0.059
H: -0.63841 -1.36729 -10.03942  0.071
H: -0.05966 -0.11962 -6.65353  0.099
H: -1.21889 -0.74633 -5.69703  0.096
H: -1.95899 1.65771 -4.93599  0.059
H: -0.75452 2.34212 -5.97099  0.058
H: -0.30718 1.24774 -4.64601  0.037
C: 0.37430 -6.08615 -0.53216  -0.080
C: 0.47802 -4.86834 -1.44384  -0.238
N: 0.44636 -3.48099 -0.88880  -0.247
C: -0.87010 -3.37437 -0.12911  -0.239
C: -2.08234 -3.44080 -0.98987  -0.070
C: 1.52804 -3.31078 0.11366  -0.242
C: 2.99571 -3.39207 -0.41887  -0.055
H: 0.48357 -6.99307 -1.12685  0.087
H: -0.62378 -6.22580 -0.11691  0.066
H: 1.10933 -6.08815 0.27272  0.066
H: 1.35136 -4.97714 -2.08691  0.115
H: -0.37745 -5.02687 -2.10046  0.102
H: -0.86008 -2.44210 0.43557  0.089
H: -0.81869 -4.20026 0.58037  0.089
H: -2.99816 -3.18186 -0.45853  0.071
H: -2.20425 -4.46425 -1.34455  0.082
H: -2.09710 -2.70412 -1.79309  0.067
H: 1.51669 -2.30400 0.53124  0.092
H: 1.38050 -3.98494 0.95735  0.089
H: 3.06668 -2.98161 -1.42614  0.057
H: 3.69605 -2.89894 0.25526  0.063
H: 3.33807 -4.40950 -0.60791  0.070
C: 1.50691 -2.99448 5.10702  -0.069
C: 1.22976 -3.04315 3.60133  -0.258
N: -0.16979 -3.17306 3.18028  -0.190
C: -0.96172 -1.96709 3.43770  -0.230
C: -0.38924 -0.57612 2.97060  -0.046
C: -0.91341 -4.35865 3.65161  -0.247
C: -0.33910 -5.68859 3.21001  -0.071
H: 1.08654 -2.08358 5.53323  0.070
H: 2.59257 -3.06785 5.17080  0.059
H: 1.20152 -3.87473 5.67270  0.070
H: 1.63067 -2.20867 3.02600  0.081
H: 1.79953 -3.87003 3.17738  0.098
H: -1.95927 -2.18740 3.05763  0.091
H: -1.03761 -1.92926 4.52440  0.095
H: 0.51030 -0.35788 3.54619  0.049
H: -0.07184 -0.60871 1.92835  0.063
H: -1.08915 0.25930 2.98750  0.052
H: -1.87880 -4.20115 3.17065  0.101
H: -1.07078 -4.32674 4.72972  0.110
H: -0.23555 -5.79708 2.13037  0.039
H: -1.00073 -6.49860 3.51697  0.077
H: 0.62783 -5.86428 3.68151  0.071
C: 6.63899 -0.95436 2.43530  -0.100
C: 5.17213 -0.74290 2.44810  -0.277
N: 4.65300 0.40521 3.21148  -0.169
C: 5.00677 0.38992 4.60760  -0.275
C: 4.38241 -0.72112 5.42811  -0.086
C: 3.21527 0.68622 2.87112  -0.233
C: 3.07058 1.30113 1.51225  -0.080
H: 7.10717 -1.22111 3.38280  0.069
H: 7.17056 -0.08245 2.05413  0.080
H: 6.94596 -1.77589 1.78802  0.075
H: 4.81627 -0.76648 1.41810  0.100
H: 4.68285 -1.63940 2.82890  0.101
H: 6.08981 0.38342 4.73039  0.104
H: 4.72428 1.34509 5.05029  0.111
H: 4.66043 -0.57453 6.47182  0.076
H: 3.30046 -0.62186 5.34075  0.058
H: 4.68723 -1.71624 5.10417  0.065
H: 2.87616 1.39171 3.62966  0.112
H: 2.62547 -0.22380 2.98105  0.081
H: 2.04434 1.52588 1.22170  0.048
H: 3.39988 0.63111 0.71806  0.060
H: 3.64842 2.22364 1.45600  0.081



Taking the records one at a time from the top gives strongest force on any atom values of 5.15, 9.91 eV/Å.